[1]
A structure of composition C34H44BaCl6F6NO20S2 at a distorted geometry, computed with ωB97M-V with the def2-TZVPD basis set.

Structure (XYZ):
```
114
Properties=species:S:1:pos:R:3:forces:R:3:lowdin_charge:R:1
Ba -0.992 4.257 2.327 0.1433 -0.2562 -0.7246 2.03
C 1.316 0.439 0.611 -1.0127 -0.2212 -0.8980 -0.68
F 1.646 -0.400 -0.344 -0.1764 -0.3212 -0.7667 0.17
F 1.223 -0.230 1.724 0.3154 0.0296 0.9718 0.17
F 2.242 1.368 0.654 0.2558 0.6962 0.5612 0.17
S -0.391 1.240 0.205 0.1569 1.3947 -0.8562 0.70
O -0.149 2.516 -0.439 0.5761 -0.4020 1.0443 -0.32
O -1.179 0.328 -0.590 0.7079 0.3968 1.5970 -0.24
N -0.939 1.659 1.819 1.4021 -0.4110 -2.5667 -0.48
S -1.902 0.477 2.158 -3.1093 -1.7704 1.6893 0.52
O -3.183 0.597 1.507 0.1900 0.3234 0.0068 -0.27
O -1.307 -0.821 2.182 0.3272 0.1099 0.0703 -0.28
C -2.402 0.784 3.947 0.8536 -0.2408 -1.4272 -0.69
F -3.293 -0.118 4.245 -0.6551 -0.0719 0.2248 0.20
F -1.388 0.676 4.779 0.4168 0.3507 0.4176 0.08
F -2.912 2.028 4.059 -0.1947 0.4305 0.1846 0.09
Cl -5.941 -4.338 0.751 -0.1234 0.3977 0.2737 0.53
C -4.806 -3.130 0.073 0.5509 -0.7406 -0.1738 -0.67
C -3.761 -2.580 0.996 0.1723 0.4550 0.6750 -0.63
Cl -2.931 -3.861 1.946 -0.1846 0.2777 -0.2187 0.63
H -5.366 -2.303 -0.352 -0.0279 -0.1660 -0.2462 0.08
H -4.251 -3.716 -0.656 -0.3315 0.2949 -0.4580 0.05
H -4.124 -1.812 1.676 -0.2157 -0.3672 0.2651 0.06
H -3.006 -2.060 0.405 0.0493 -0.2755 -0.1421 0.04
Cl 3.239 -0.221 5.414 0.0196 -0.0270 -0.0213 0.54
C 2.777 -1.719 6.270 -1.0404 -0.3475 0.1931 -0.64
C 1.638 -2.449 5.571 0.7714 0.3201 -0.3859 -0.65
Cl 0.134 -1.513 5.558 0.1301 -0.0278 -0.0897 0.62
H 2.424 -1.443 7.262 0.5331 0.0574 0.1226 0.07
H 3.630 -2.391 6.261 0.1606 0.1968 0.2917 0.08
H 1.402 -3.386 6.066 0.2316 -0.0639 0.0117 0.08
H 2.006 -2.613 4.558 -0.6830 -0.2260 -0.1482 0.06
Cl 6.103 -2.993 -0.818 0.1824 -0.0951 0.0669 0.55
C 5.349 -2.612 -2.385 -0.6332 -0.0042 0.3770 -0.64
C 3.864 -2.345 -2.195 0.1725 0.3525 -0.5556 -0.66
Cl 2.910 -3.813 -1.865 0.2263 0.2835 0.0186 0.66
H 5.497 -3.455 -3.053 0.1369 0.0524 -0.0335 0.07
H 5.827 -1.711 -2.761 0.0538 -0.0573 -0.0994 0.07
H 3.478 -1.902 -3.115 -0.0851 -0.2060 -0.0526 0.05
H 3.687 -1.618 -1.406 0.0495 -0.1840 0.1967 0.05
C -1.136 5.354 -1.318 0.8956 0.5592 0.7636 -0.09
O -1.839 4.580 -0.347 -0.3276 0.6906 -0.5924 -0.38
C -3.248 4.662 -0.665 0.9533 0.9222 0.7683 -0.17
C -3.950 3.738 0.290 -0.1138 -0.1189 -1.2165 -0.18
O -3.741 4.186 1.626 0.5649 0.0595 0.2969 -0.36
C -4.892 4.321 2.477 0.3068 -0.5664 -0.4840 -0.05
H -0.088 5.380 -1.015 0.0953 -0.5066 -0.3180 0.07
H -1.403 6.416 -1.286 -0.5647 -0.0943 -0.0361 0.10
H -1.258 4.983 -2.333 0.0483 -0.2499 0.0274 0.11
H -3.367 4.482 -1.734 -0.3096 -0.5631 0.1330 0.14
H -3.499 5.719 -0.499 -0.4927 -0.1250 0.0312 0.14
H -3.518 2.745 0.143 -0.1261 -0.1391 0.3485 0.12
H -4.990 3.694 -0.042 -0.2049 0.0130 0.6272 0.15
H -5.333 5.300 2.297 -0.3324 -0.1416 0.1467 0.10
H -4.564 4.205 3.509 0.0769 0.2441 -0.0124 0.08
H -5.554 3.478 2.278 -0.3142 0.2868 -0.0163 0.11
C 2.573 4.578 0.675 -0.0943 -0.4551 -0.3197 -0.07
O 1.879 4.159 1.849 -0.3612 0.1777 0.1741 -0.33
C 2.726 3.858 2.955 -0.7288 -0.0447 0.3253 -0.17
C 1.925 3.071 3.982 0.9141 -1.4380 0.2314 -0.21
O 0.769 3.770 4.391 -0.3146 0.9728 -0.4024 -0.37
C 0.239 3.413 5.656 -0.4083 0.2083 0.4089 -0.07
H 3.143 5.496 0.825 -0.0530 0.0358 0.1379 0.10
H 1.824 4.700 -0.104 0.0244 0.1342 0.0315 0.07
H 3.224 3.774 0.325 0.1270 0.0646 0.0936 0.09
H 3.073 4.779 3.434 -0.0336 0.1133 -0.1041 0.14
H 3.614 3.307 2.638 -0.1328 -0.2473 -0.0435 0.14
H 2.620 2.818 4.795 -0.1995 0.6494 0.3777 0.13
H 1.600 2.056 3.717 0.1209 0.1589 -0.8271 0.12
H -0.680 3.987 5.810 0.0180 0.0473 -0.1862 0.09
H 0.910 3.731 6.455 0.1501 -0.3946 -0.0074 0.11
H -0.045 2.360 5.695 0.4063 -0.0671 0.1481 0.09
C -0.777 -3.003 -4.459 -0.8094 0.0843 0.4537 0.07
C -1.345 -2.365 -3.415 1.5884 0.3774 0.0343 -0.22
C -2.834 -2.358 -3.192 0.2844 -1.1517 -0.1606 -0.31
O -3.366 -1.796 -2.262 0.3472 0.4890 0.2279 0.11
C -3.572 -3.202 -4.116 -1.0147 0.2924 -1.3690 0.07
C -3.041 -3.775 -5.211 0.0653 -0.9698 0.5803 -0.23
C -1.565 -3.796 -5.400 1.3481 0.9161 -0.5818 -0.32
O -0.989 -4.314 -6.335 -0.8190 -0.3711 0.0690 0.14
O -3.708 -4.511 -6.110 -0.1006 0.5442 -0.2361 0.12
O -0.539 -1.700 -2.557 -1.1296 -0.0811 -0.2588 0.05
H 0.279 -2.969 -4.679 0.1066 0.0123 0.3161 0.13
H -4.657 -3.223 -4.073 0.0195 0.0770 0.5524 0.13
H -4.624 -4.207 -6.180 0.0302 -0.2450 0.1739 0.13
H -1.028 -1.574 -1.718 0.3055 0.1441 -0.1623 0.06
C 3.598 2.639 -5.665 0.1211 0.1360 0.6196 0.09
C 3.574 3.051 -4.385 0.4961 1.3253 -0.6359 -0.22
C 2.860 2.333 -3.293 -1.0030 -1.4204 -1.1567 -0.30
O 2.616 2.840 -2.219 0.5998 0.4250 0.2065 0.10
C 2.364 1.007 -3.700 0.2630 0.0497 0.9832 0.08
C 2.489 0.536 -4.941 -0.2357 -1.1670 -0.0981 -0.23
C 3.040 1.339 -6.071 0.6549 1.4750 0.3009 -0.32
O 3.053 0.961 -7.215 -0.3572 -0.6470 -0.0516 0.15
O 2.163 -0.745 -5.214 -0.3350 0.6658 -0.2812 0.09
O 4.104 4.257 -4.040 -0.5593 -1.0523 0.6718 0.09
H 4.068 3.300 -6.380 -0.0758 -0.2171 -0.2772 0.14
H 1.948 0.357 -2.940 -0.1267 0.1074 0.0297 0.12
H 1.961 -0.792 -6.166 0.3372 -0.1945 0.0192 0.13
H 3.910 4.295 -3.080 0.1944 0.4556 -0.2655 0.11
C 0.067 -4.695 -0.920 -0.5218 0.0011 -0.5073 0.01
C 0.576 -5.913 -0.678 -0.3127 -0.3022 -0.1181 -0.26
C 1.198 -6.310 0.630 -0.1016 0.8404 0.6410 -0.32
O 1.710 -7.397 0.744 0.0604 -0.4632 -0.1522 0.13
C 1.065 -5.322 1.690 0.0265 -0.0928 0.1187 0.07
C 0.462 -4.157 1.456 -0.6146 1.1593 1.0879 -0.23
C -0.026 -3.669 0.103 0.5658 -1.8878 -0.4100 -0.32
O -0.494 -2.565 -0.060 0.0292 0.3289 0.7800 0.07
O 0.163 -3.323 2.483 0.6435 0.1148 -1.5463 0.03
O 0.517 -6.880 -1.586 -0.1055 0.0988 -0.3562 0.12
H -0.396 -4.519 -1.884 0.1228 0.1669 -0.0106 0.13
H 1.335 -5.504 2.722 0.1990 -0.4409 -0.1410 0.14
H -0.150 -2.527 1.998 -0.3775 0.1542 0.7743 0.05
H 0.816 -7.721 -1.206 0.2887 0.1395 0.2352 0.13
```
Forces are in eV/Å.

Multiplicity   1
LUMO   -3.45 eV
Kohn-Sham gap   7.15 eV
Total charge   +1


[2]
A structure of composition C34H44CoN6O8S3Se at a distorted geometry, computed with ωB97M-V with the def2-TZVPD basis set.

Structure (XYZ):
```
97
Properties=species:S:1:pos:R:3:forces:R:3:lowdin_charge:R:1
Co 0.238 -2.839 -0.602 0.6723 0.1890 -0.0193 0.39
O -3.130 -1.475 0.993 0.1011 -0.0485 -0.0379 0.02
C -2.172 -1.884 0.342 0.1667 0.0425 0.0592 -0.60
O -1.025 -2.267 0.798 -0.3263 -0.0522 0.0681 -0.11
C -2.289 -2.055 -1.166 0.0902 0.0239 0.2408 -0.16
C -3.387 -1.802 -1.959 -0.0963 0.0914 0.0252 0.00
C -3.327 -2.169 -3.303 0.0976 -0.0786 0.0382 -0.06
C -2.186 -2.778 -3.805 -0.2847 -0.0104 -0.2154 -0.04
C -1.117 -2.971 -2.955 0.3512 0.0091 0.1772 -0.21
N -1.197 -2.606 -1.684 -0.8694 0.0447 -0.5652 0.05
C 0.199 -3.677 -3.251 0.0737 -0.0252 0.1080 -0.57
O 0.427 -4.131 -4.362 -0.0312 -0.0342 0.0694 0.03
O 0.945 -3.781 -2.197 -0.1421 -0.1641 -0.2383 -0.12
H -4.258 -1.343 -1.507 0.0060 -0.0271 -0.0456 0.11
H -4.174 -1.985 -3.954 0.0246 0.0165 0.0069 0.10
H -2.094 -3.079 -4.839 0.0284 0.0235 0.0323 0.12
C 3.582 0.244 -2.376 -0.1838 -0.1901 0.0181 -0.18
C 2.097 -0.125 -2.409 0.0831 0.0848 -0.6745 -0.76
S 1.473 -0.738 -0.888 0.0593 -0.0024 0.4609 0.55
C 1.400 0.108 -3.558 0.5339 0.1282 0.4299 -0.84
C 2.202 0.636 -4.741 -0.1079 0.0114 0.0145 -0.19
S -0.311 -0.073 -3.808 -0.2065 -0.0361 -0.1880 0.50
H 3.980 0.083 -1.372 -0.0030 0.0114 -0.0168 0.03
H 3.747 1.300 -2.633 0.0257 -0.1042 -0.0004 0.06
H 4.171 -0.359 -3.088 -0.0188 0.1014 0.0888 0.06
H 2.637 1.622 -4.521 -0.0095 -0.0578 -0.0539 0.06
H 1.553 0.732 -5.607 -0.0130 -0.0018 -0.0295 0.02
H 3.031 -0.037 -4.997 -0.0146 0.0642 -0.0130 0.06
C -1.385 4.156 2.568 0.0197 -0.0702 0.0000 -0.12
C -1.570 3.109 3.666 -0.0784 0.0443 -0.1375 -0.26
C -2.909 2.368 3.587 0.0933 -0.0171 -0.0899 -0.19
C -3.006 1.303 2.487 -0.0395 0.1933 0.1118 -0.16
N -3.386 1.821 1.183 -0.0101 -0.0683 -0.1431 -0.01
C -2.598 1.715 0.049 -0.1692 -0.0076 -0.0476 -0.67
Se -0.863 1.209 -0.098 -0.1732 0.1756 0.2507 0.78
N -3.425 2.020 -1.013 -0.0700 -0.0118 -0.0052 -0.02
C -3.064 1.805 -2.414 0.0182 0.1619 -0.0235 -0.19
C -2.799 3.073 -3.222 0.0035 0.0268 0.1347 -0.19
C -1.531 3.836 -2.820 -0.0858 0.0051 0.1385 -0.25
C -1.728 4.785 -1.635 0.0193 -0.0725 -0.0616 -0.11
C -4.697 2.310 -0.561 0.2067 -0.0311 -0.1314 -0.15
C -5.851 2.677 -1.228 -0.0842 -0.0152 -0.0438 -0.02
C -6.997 2.908 -0.464 0.0413 -0.0143 -0.0123 -0.12
C -6.979 2.764 0.919 0.0044 -0.0026 -0.0044 -0.12
C -5.814 2.387 1.590 -0.0106 -0.0649 0.0650 -0.02
C -4.678 2.169 0.833 0.1612 0.0390 0.1354 -0.15
H -0.452 4.709 2.712 -0.0699 -0.0181 -0.0177 0.07
H -2.214 4.874 2.573 0.0665 -0.0503 -0.0123 0.07
H -1.334 3.684 1.584 -0.0069 0.0279 0.0471 0.02
H -1.502 3.597 4.644 0.0236 -0.0215 0.0032 0.09
H -0.758 2.378 3.608 -0.0119 0.0373 0.0263 0.11
H -3.711 3.105 3.461 -0.0349 -0.0602 0.0666 0.10
H -3.088 1.856 4.538 -0.0027 0.0282 0.0021 0.10
H -3.737 0.540 2.761 -0.0050 -0.0097 -0.0619 0.12
H -2.052 0.797 2.344 0.0215 -0.0534 -0.0022 0.08
H -3.884 1.242 -2.872 0.0066 -0.0176 0.0365 0.12
H -2.165 1.178 -2.434 -0.0319 -0.0565 -0.0032 0.00
H -3.671 3.743 -3.171 0.0307 0.0031 -0.0612 0.10
H -2.694 2.743 -4.258 -0.0132 -0.0184 0.0097 0.10
H -1.186 4.415 -3.681 0.0189 -0.0007 -0.0070 0.10
H -0.750 3.108 -2.587 -0.0071 -0.0012 -0.0616 0.08
H -2.504 5.530 -1.851 0.0413 -0.0413 0.0248 0.06
H -0.798 5.315 -1.409 -0.0533 0.0024 0.0017 0.07
H -2.016 4.242 -0.733 0.0105 0.0284 -0.0340 0.04
H -5.866 2.777 -2.307 0.0184 0.0156 0.0418 0.10
H -7.913 3.206 -0.960 0.0200 -0.0207 0.0166 0.09
H -7.884 2.948 1.488 0.0321 -0.0158 -0.0174 0.09
H -5.801 2.260 2.666 -0.0117 0.0191 -0.0705 0.10
C 5.392 -0.434 4.689 -0.0087 -0.0739 -0.0162 -0.11
C 5.972 -1.631 3.937 -0.0220 0.1180 -0.0420 -0.29
S 5.949 -1.266 2.189 0.0745 0.1249 -0.2253 0.63
O 7.202 -0.601 1.893 -0.1200 -0.0849 -0.0047 -0.34
O 4.709 -0.628 1.851 0.0064 -0.1503 0.1282 -0.29
C 6.031 -2.831 1.310 -0.1840 0.0605 0.2385 -0.20
C 5.065 -3.971 1.662 -0.1977 0.3828 0.0262 -0.13
N 3.633 -3.659 1.590 -0.0489 -0.0807 0.2594 0.07
C 2.970 -3.396 0.442 0.0284 0.0064 -0.1553 -0.28
N 1.660 -3.285 0.666 0.1428 -0.0252 -0.1037 0.03
C 1.448 -3.438 1.978 0.1486 -0.1230 0.3433 0.02
C 2.650 -3.695 2.598 -0.0481 0.1371 -0.8243 -0.13
N 2.801 -4.037 3.935 0.1077 0.4185 0.0903 -0.37
O 3.907 -4.326 4.381 1.1364 -0.2873 0.0106 0.01
O 1.818 -4.009 4.639 -0.9423 -0.0566 0.4089 0.07
C 3.627 -3.301 -0.882 0.0453 -0.1153 -0.0220 0.00
H 5.372 -0.645 5.758 0.0371 0.0026 -0.0154 0.07
H 4.373 -0.238 4.353 0.0435 -0.0230 0.0188 0.08
H 5.983 0.466 4.514 0.0058 -0.0325 0.0171 0.08
H 5.394 -2.533 4.119 -0.1053 -0.0821 0.0138 0.07
H 7.023 -1.807 4.168 -0.0580 -0.0416 0.0828 0.10
H 7.057 -3.174 1.450 -0.0326 -0.0912 -0.1018 0.11
H 5.899 -2.494 0.282 0.0791 -0.0397 -0.0778 0.09
H 5.252 -4.339 2.657 0.0501 -0.0792 0.2155 0.10
H 5.267 -4.780 0.961 -0.0148 -0.0599 -0.0400 0.13
H 0.464 -3.353 2.416 0.0650 0.0047 -0.0814 0.13
H 4.437 -4.036 -0.972 -0.0803 0.0463 0.0195 0.09
H 4.014 -2.293 -1.028 -0.0370 0.0495 0.0039 0.07
H 2.875 -3.476 -1.654 0.0338 0.0388 0.0300 0.07
```
Forces are in eV/Å.

<S²>   0.76
ΔE to the lowest compared entry with this formula, charge and spin   55.0 kcal per mole
Multiplicity   2
LUMO (alpha / beta)   3.33 / 3.33 eV
Kohn-Sham gap (alpha / beta)   2.95 / 3.00 eV
Total charge   -2


Listing electronic energy for the structures above in their given order: -192206.9903; -196772.8657 eV.